(1)
Entry from the Open Molecules 2025 dataset: a 6-piece molecular cluster, C19H38NO18PS overall (ωB97M-V/def2-TZVPD).

ORCA input file:
```
! wB97M-V def2-TZVPD RIJCOSX def2/J DEFGRID3
* xyz 0 1
O 1.454 4.084 0.565
C 0.865 3.051 0.365
C 1.111 1.716 1.036
C -0.148 0.889 0.745
C -1.072 1.813 -0.098
P -2.586 2.452 0.759
O -3.806 1.755 -0.024
O -2.613 1.811 2.234
S -2.695 4.364 0.788
N -0.184 2.883 -0.517
H 1.982 1.253 0.570
H 1.327 1.912 2.085
H 0.121 0.034 0.127
H -0.586 0.488 1.654
H -1.438 1.267 -0.969
H -4.243 1.039 0.451
H -2.426 0.864 2.274
H -0.603 3.734 -0.867
C 3.799 -2.846 -1.213
O 3.937 -2.058 -2.400
C 3.433 -0.828 -2.306
O 2.890 -0.372 -1.331
O 3.628 -0.199 -3.456
C 3.155 1.155 -3.485
H 4.250 -3.806 -1.446
H 4.318 -2.378 -0.380
H 2.747 -2.974 -0.959
H 3.683 1.755 -2.746
H 2.084 1.188 -3.295
H 3.375 1.517 -4.484
C -9.354 4.676 3.369
O -8.063 4.712 3.985
C -7.170 3.889 3.435
O -7.378 3.150 2.507
O -6.021 4.017 4.090
C -4.960 3.212 3.564
H -9.960 5.389 3.919
H -9.285 4.966 2.322
H -9.784 3.679 3.440
H -4.725 3.490 2.540
H -5.235 2.158 3.603
H -4.092 3.389 4.191
C -0.437 -4.967 1.488
O 0.809 -4.503 2.025
C 0.888 -3.186 2.176
O 0.024 -2.390 1.906
O 2.092 -2.886 2.659
C 2.333 -1.483 2.823
H -0.343 -6.046 1.417
H -1.260 -4.704 2.150
H -0.613 -4.544 0.501
H 1.617 -1.051 3.520
H 2.266 -0.971 1.864
H 3.340 -1.405 3.221
C 4.319 3.615 -0.767
O 5.347 3.208 -1.684
C 6.508 2.900 -1.112
O 6.748 2.932 0.066
O 7.365 2.548 -2.072
C 8.666 2.192 -1.595
H 3.443 3.818 -1.374
H 4.105 2.820 -0.056
H 4.611 4.513 -0.228
H 8.606 1.340 -0.920
H 9.126 3.031 -1.076
H 9.241 1.933 -2.479
C -4.675 -5.538 -2.812
O -3.555 -5.607 -3.702
C -2.379 -5.750 -3.097
O -2.202 -5.819 -1.907
O -1.431 -5.804 -4.029
C -0.103 -5.955 -3.516
H -5.546 -5.423 -3.449
H -4.752 -6.451 -2.225
H -4.579 -4.684 -2.144
H -0.015 -6.879 -2.949
H 0.158 -5.111 -2.879
H 0.544 -5.983 -4.387
*
```

Properties
Total energy   -2895.5345 Eh
SMILES   O=C1CC[C@@H](P(O)(O)=S)N1.COC(=O)OC.COC(=O)OC.COC(=O)OC.COC(=O)OC.COC(=O)OC
Maximum force   0.8 eV/Å
LUMO energy   -0.1 eV

Löwdin population analysis, charges in e, atoms 1 to 6:
1. O 0.076
2. C -0.493
3. C -0.074
4. C -0.138
5. C -0.357
6. P 0.217


(2)
Entry from the Open Molecules 2025 dataset: C19H39AsGaN4OSSi2 as an isolated structure at a distorted geometry (ωB97M-V/def2-TZVPD).

ORCA input file:
```
! wB97M-V def2-TZVPD RIJCOSX def2/J DEFGRID3
* xyz 1 1
Ga 12.545 -7.598 6.741
C 16.420 -6.784 7.672
Si 15.099 -7.162 8.889
C 15.488 -6.336 10.535
C 15.010 -9.020 9.214
N 13.499 -6.671 8.239
C 12.585 -5.712 8.561
C 12.711 -4.808 9.681
C 11.742 -3.914 9.941
C 10.588 -3.783 9.150
C 10.453 -4.515 7.997
C 11.347 -5.567 7.747
N 11.174 -6.373 6.660
Si 9.785 -6.422 5.512
C 10.311 -7.826 4.355
C 9.805 -4.789 4.556
C 8.320 -6.972 6.493
H 17.395 -6.900 8.108
H 16.275 -5.710 7.367
H 16.304 -7.382 6.783
H 16.508 -6.642 10.779
H 14.891 -6.607 11.395
H 15.540 -5.245 10.517
H 15.442 -9.221 10.175
H 15.564 -9.604 8.487
H 13.968 -9.396 9.158
H 13.590 -4.986 10.321
H 11.816 -3.237 10.802
H 9.836 -3.060 9.469
H 9.627 -4.346 7.337
H 11.292 -7.615 3.915
H 9.576 -8.015 3.559
H 10.453 -8.733 4.940
H 10.809 -4.497 4.281
H 9.403 -3.937 5.177
H 9.191 -4.873 3.655
H 8.275 -6.495 7.468
H 8.507 -8.000 6.759
H 7.311 -6.934 6.086
S 13.889 -8.468 5.062
C 14.632 -7.296 4.032
N 14.783 -7.644 2.736
C 15.433 -6.730 1.777
C 16.526 -5.935 2.448
C 15.947 -5.243 3.686
N 15.042 -6.100 4.479
H 14.330 -8.525 2.399
H 14.654 -6.091 1.268
H 15.873 -7.373 1.004
H 16.861 -5.175 1.735
H 17.386 -6.568 2.676
H 15.347 -4.366 3.358
H 16.751 -4.820 4.308
H 14.915 -5.968 5.475
C 11.259 -11.459 9.280
As 11.619 -10.940 7.439
C 10.054 -11.488 6.422
C 13.170 -11.783 6.673
O 11.850 -9.199 7.467
H 11.436 -12.501 9.517
H 10.197 -11.280 9.537
H 11.823 -10.804 9.965
H 9.631 -12.439 6.726
H 10.289 -11.494 5.334
H 9.322 -10.732 6.589
H 13.569 -11.084 5.912
H 12.974 -12.720 6.170
H 13.926 -11.924 7.446
*
```

Properties
Total energy   -6179.3350 Eh
Maximum force   3.6 eV/Å
LUMO energy   -2.3 eV

Löwdin population analysis, charges in e, atoms 1 to 6:
1. Ga 0.147
2. C -0.177
3. Si 0.443
4. C -0.183
5. C -0.156
6. N -0.097


(3)
Entry from the Open Molecules 2025 dataset: a 10-piece molecular cluster, C19H39Cl3F9N2O20PS3 overall at a distorted geometry (ωB97M-V/def2-TZVPD).

ORCA input file:
```
! wB97M-V def2-TZVPD RIJCOSX def2/J DEFGRID3
* xyz 1 2
N 2.146 -2.445 2.127
H 2.101 -1.862 2.951
H 3.050 -2.328 1.693
H 1.397 -2.015 1.603
H 1.943 -3.420 2.296
N 4.003 0.606 1.064
H 4.269 -0.368 1.022
H 4.002 0.780 2.059
H 3.014 0.633 0.859
H 4.484 1.214 0.417
C 2.140 -0.043 4.751
O 1.434 -1.317 4.531
O 3.282 -0.155 3.864
C 1.242 1.246 4.746
F 1.990 2.331 4.935
F 0.574 1.510 3.576
F 0.304 1.296 5.637
C 0.670 -1.782 5.614
C 0.196 -3.107 5.106
H -0.436 -3.717 5.751
H -0.419 -2.790 4.264
H 0.830 -3.849 4.619
H -0.191 -1.145 5.815
H 1.315 -1.858 6.489
H 2.570 0.019 5.750
P 0.663 0.164 0.006
F -0.065 -0.218 -1.411
F 0.056 -1.223 0.602
F 1.998 -0.680 -0.412
F 1.419 0.374 1.381
F 1.393 1.533 -0.557
F -0.699 0.996 0.419
C 0.894 3.779 1.474
Cl 2.632 3.390 1.442
Cl 0.383 4.755 0.125
Cl 0.375 4.531 3.081
H 0.335 2.843 1.456
C -3.192 -1.162 -4.008
C -3.382 -2.069 -2.810
C -2.948 -1.528 -1.457
O -4.136 -1.466 -0.660
C -5.127 -2.005 -1.306
O -6.196 -2.269 -0.758
O -4.732 -2.370 -2.556
H -3.716 -0.207 -3.965
H -3.409 -1.628 -4.969
H -2.129 -0.936 -3.927
H -2.810 -2.988 -2.937
H -2.463 -0.553 -1.520
H -2.266 -2.240 -0.994
C 2.114 -5.036 -1.853
C 1.588 -3.637 -2.056
C 2.565 -2.706 -2.781
O 1.687 -2.060 -3.683
C 0.612 -2.796 -3.946
O -0.237 -2.573 -4.821
O 0.516 -3.728 -3.007
H 2.325 -5.532 -2.801
H 1.353 -5.647 -1.369
H 3.028 -5.041 -1.259
H 1.158 -3.257 -1.129
H 3.342 -3.147 -3.404
H 3.097 -2.022 -2.120
C -2.034 3.925 -2.700
C -1.755 2.501 -2.987
O -2.933 1.741 -2.711
S -3.997 2.654 -1.744
O -3.646 2.532 -0.296
O -5.379 2.546 -2.203
O -3.366 4.067 -2.379
H -1.762 4.653 -3.465
H -1.572 4.269 -1.775
H -0.982 2.160 -2.298
H -1.477 2.141 -3.978
C 2.585 3.161 -4.947
C 2.194 3.293 -3.471
O 1.960 4.634 -3.205
S 3.077 5.541 -4.078
O 4.369 5.478 -3.450
O 2.537 6.885 -4.314
O 2.970 4.470 -5.364
H 1.806 2.774 -5.604
H 3.490 2.574 -5.101
H 3.100 3.072 -2.908
H 1.473 2.509 -3.240
C -2.883 -0.442 2.378
C -2.087 0.129 3.563
O -2.616 -0.315 4.762
S -3.837 -1.373 4.648
O -5.142 -0.771 5.027
O -3.419 -2.712 5.218
O -3.806 -1.366 2.965
H -2.291 -1.035 1.679
H -3.405 0.348 1.839
H -2.005 1.215 3.523
H -1.100 -0.334 3.564
*
```

Properties
Total energy   -6176.6828 Eh
⟨S²⟩   0.754
Maximum force   5.0 eV/Å
LUMO energy (spin up / spin down)   -4.6 / -7.9 eV

Löwdin population analysis, charges in e, atoms 1 to 6:
1. N 0.346
2. H 0.068
3. H 0.135
4. H 0.079
5. H 0.155
6. N 0.301


(4)
Entry from the Open Molecules 2025 dataset: C19H39MnNOP2 as an isolated structure at a distorted geometry (ωB97M-V/def2-TZVPD).

ORCA input file:
```
! wB97M-V def2-TZVPD RIJCOSX def2/J DEFGRID3
* xyz 0 4
Mn 0.184 -0.244 0.465
P -1.772 -1.215 1.484
P 1.658 1.993 -0.429
N -0.778 0.345 -0.849
H 0.327 -1.585 1.302
C -2.700 -0.042 2.520
H -3.214 -0.586 3.326
H -3.444 0.459 1.887
H -2.033 0.717 2.945
C -1.638 -2.727 2.507
H -2.635 -2.996 2.879
H -0.961 -2.556 3.355
H -1.242 -3.557 1.903
C -3.055 -1.716 0.270
H -3.674 -2.521 0.693
H -2.596 -2.066 -0.664
H -3.693 -0.852 0.040
C 1.040 3.557 0.283
H 1.535 4.358 -0.294
H 1.305 3.614 1.343
H -0.051 3.602 0.146
C 3.459 2.134 -0.186
H 3.702 3.117 -0.609
H 3.958 1.332 -0.753
H 3.709 2.086 0.884
C 1.395 2.268 -2.208
H 2.203 2.950 -2.500
H 0.407 2.736 -2.326
H 1.448 1.310 -2.739
C -1.730 0.779 -1.636
C -3.742 2.192 -2.021
C -2.716 1.725 -1.166
C -1.816 0.334 -3.010
C -2.830 0.806 -3.865
C -3.770 1.721 -3.348
H -4.474 2.901 -1.630
H -2.620 2.054 -0.134
H -1.055 -0.375 -3.333
H -2.859 0.453 -4.906
H -4.567 2.087 -4.010
C 1.370 0.680 2.942
O 0.651 1.193 2.027
C 0.644 0.061 4.117
H 1.160 -0.851 4.478
H -0.429 -0.257 3.964
H 0.734 0.956 4.773
C 2.777 0.188 2.623
H 3.314 1.126 2.835
H 3.017 -0.181 1.605
H 3.040 -0.643 3.259
C 2.769 -1.340 -1.558
C 1.445 -2.076 -1.544
C 1.611 -3.531 -2.015
C 0.782 -2.061 -0.160
H 3.325 -1.493 -0.622
H 2.629 -0.267 -1.714
H 3.393 -1.715 -2.380
H 0.733 -1.582 -2.241
H 2.260 -4.103 -1.309
H 0.681 -4.061 -2.122
H 2.122 -3.538 -2.986
H -0.156 -2.612 -0.173
H 1.462 -2.482 0.586
*
```

Properties
Total energy   -2710.8374 Eh
⟨S²⟩   4.220
Relative energy (zero: lowest compared OMol25 entry of this formula, charge and spin)   355.1 kJ/mol
Maximum force   6.5 eV/Å
LUMO energy (spin up / spin down)   -0.1 / -0.1 eV

Löwdin population analysis, charges in e, atoms 1 to 6:
1. Mn 0.364
2. P 0.793
3. P 0.772
4. N -0.094
5. H 0.007
6. C -0.255


(5)
Entry from the Open Molecules 2025 dataset: a 4-piece molecular cluster, C19H40BBr2ClNO8PS4 overall at a distorted geometry (ωB97M-V/def2-TZVPD).

ORCA input file:
```
! wB97M-V def2-TZVPD RIJCOSX def2/J DEFGRID3
* xyz 0 1
C -0.537 -3.415 0.879
O -1.136 -2.097 0.940
B -2.001 -1.906 -0.100
O -3.299 -2.357 0.064
C -1.596 -1.157 -1.499
Br -2.599 -2.293 -2.768
N -0.119 -1.352 -1.530
C 0.591 -0.185 -1.313
O 1.751 -0.132 -1.431
C -0.415 0.975 -0.945
Cl 0.163 2.463 -1.745
C -0.362 0.989 0.613
C 0.369 2.189 1.224
C 1.854 2.328 0.827
Br -0.638 3.889 1.053
C -1.656 0.352 -1.681
C -1.755 0.735 -3.217
C -0.767 0.096 -4.202
C 0.525 0.873 -4.472
O 1.267 0.157 -5.519
C 2.345 -0.446 -4.938
C 2.247 -1.892 -4.494
O 3.322 0.121 -4.745
P -3.088 1.382 -1.044
S -4.169 0.704 0.410
H 0.537 -3.262 0.760
H -0.886 -3.988 0.013
H -0.711 -3.968 1.799
H -3.240 -3.303 0.278
H 0.239 -1.933 -2.275
H 0.165 0.093 0.946
H -1.343 0.907 1.090
H 0.378 2.025 2.297
H 2.012 3.325 0.419
H 2.180 1.593 0.095
H 2.485 2.263 1.713
H -1.811 1.816 -3.339
H -2.748 0.384 -3.500
H -0.494 -0.935 -4.006
H -1.276 0.066 -5.169
H 1.189 0.945 -3.617
H 0.300 1.857 -4.877
H 1.229 -2.283 -4.488
H 2.871 -2.476 -5.172
H 2.676 -2.006 -3.503
H -2.489 2.610 -0.666
H -3.921 1.717 -2.140
C 5.649 1.973 -2.584
S 6.840 0.628 -2.575
O 7.285 0.438 -1.170
C 8.146 1.521 -3.432
H 4.757 1.638 -2.057
H 6.070 2.843 -2.078
H 5.389 2.222 -3.613
H 8.410 2.418 -2.871
H 7.808 1.786 -4.434
H 9.014 0.868 -3.504
C -4.067 -2.548 3.449
S -2.683 -3.558 3.973
O -2.812 -4.873 3.275
C -3.245 -3.789 5.667
H -3.937 -2.316 2.392
H -4.998 -3.101 3.592
H -4.077 -1.626 4.021
H -4.232 -4.253 5.669
H -3.278 -2.822 6.169
H -2.536 -4.440 6.176
C -2.669 2.899 4.704
S -1.338 1.766 5.117
O -1.726 0.424 4.610
C -1.618 1.768 6.893
H -2.697 3.009 3.621
H -3.620 2.496 5.055
H -2.476 3.869 5.164
H -2.634 1.436 7.107
H -1.457 2.773 7.285
H -0.906 1.083 7.351
*
```

Properties
Total energy   -8971.7669 Eh
Maximum force   5.4 eV/Å
LUMO energy   0.1 eV

Löwdin population analysis, charges in e, atoms 1 to 6:
1. C -0.027
2. O 0.014
3. B -0.829
4. O 0.036
5. C -0.566
6. Br 0.919


(6)
Entry from the Open Molecules 2025 dataset: C19H40ClF7GaO12P2S2 as an isolated structure at a distorted geometry (ωB97M-V/def2-TZVPD).

ORCA input file:
```
! wB97M-V def2-TZVPD RIJCOSX def2/J DEFGRID3
* xyz -1 1
O 2.405 -2.913 3.884
S 1.919 -3.982 3.065
O 2.642 -5.214 3.178
Cl 1.986 -3.400 1.098
C 0.181 -4.240 3.400
C -0.486 -3.004 4.007
C -1.970 -3.323 4.249
C -2.857 -2.043 4.238
Ga -4.633 -2.393 3.361
S -5.660 -4.289 4.359
O -4.684 -5.377 4.272
O -6.109 -4.074 5.727
C -7.153 -4.978 3.398
F -6.709 -5.337 2.184
F -7.579 -6.050 4.099
C -8.348 -4.000 3.326
F -8.960 -4.034 4.529
F -7.970 -2.736 3.111
C -9.452 -4.365 2.292
F -10.176 -5.390 2.706
F -10.295 -3.323 2.219
F -8.993 -4.567 1.073
H 0.123 -5.110 4.054
H -0.317 -4.489 2.461
H -0.344 -2.156 3.335
H -0.006 -2.776 4.959
H -2.094 -3.789 5.227
H -2.358 -4.002 3.486
H -2.381 -1.249 3.654
H -2.962 -1.676 5.260
H -5.618 -1.163 3.664
H -4.558 -2.546 1.775
O 0.451 0.047 -1.969
P 0.525 0.196 -3.436
O -0.978 0.035 -3.987
C -1.965 1.008 -3.625
C -1.864 2.259 -4.477
O 1.162 -1.239 -3.890
C 1.981 -1.990 -2.990
C 1.219 -3.169 -2.430
O 1.087 0.943 -4.738
C 2.519 1.127 -4.870
C 3.031 0.260 -5.998
H -1.879 1.251 -2.563
H -2.932 0.532 -3.776
H -0.931 2.793 -4.283
H -2.694 2.934 -4.267
H -1.873 2.002 -5.536
H 2.361 -1.359 -2.185
H 2.844 -2.339 -3.565
H 0.320 -2.841 -1.909
H 1.842 -3.733 -1.735
H 0.903 -3.836 -3.233
H 3.033 0.901 -3.934
H 2.688 2.179 -5.096
H 3.020 -0.791 -5.716
H 4.055 0.535 -6.254
H 2.398 0.366 -6.879
O 4.783 4.036 -2.065
P 4.092 4.182 -0.772
O 2.598 3.636 -0.886
C 2.383 2.249 -1.197
C 2.536 1.368 0.027
O 3.803 5.786 -0.667
C 4.574 6.724 -1.416
C 3.770 7.258 -2.582
O 4.278 3.999 0.798
C 5.434 4.592 1.435
C 4.988 5.732 2.321
H 3.065 1.930 -1.993
H 1.368 2.171 -1.572
H 3.568 1.371 0.384
H 2.251 0.343 -0.203
H 1.912 1.737 0.841
H 5.509 6.281 -1.759
H 4.829 7.540 -0.734
H 3.450 6.446 -3.234
H 4.358 7.968 -3.166
H 2.872 7.761 -2.221
H 6.161 4.930 0.691
H 5.906 3.813 2.032
H 4.665 6.585 1.727
H 5.805 6.055 2.967
H 4.141 5.428 2.936
*
```

Properties
Total energy   -6214.1310 Eh
Maximum force   6.3 eV/Å
LUMO energy   1.8 eV

Löwdin population analysis, charges in e, atoms 1 to 6:
1. O -0.342
2. S 0.338
3. O -0.356
4. Cl 0.384
5. C -0.287
6. C -0.240